95
Properties=species:S:1:pos:R:3:forces:R:3 method="wB97M-V/def2-TZVPD" homo_energy_ev=-6.4 spin_multiplicity=1 max_force_ha_per_bohr=0.00385
Ti -1.31988 -0.33936 0.51852 0.177 0.050 0.073
C -2.62187 -2.91568 1.97432 0.013 -0.009 -0.017
N -1.24074 -2.41903 1.73260 -0.019 -0.059 -0.028
C -0.47668 -3.46252 1.01064 0.016 0.018 0.013
C -0.60468 -2.20348 3.03082 -0.001 -0.007 0.019
C -0.55158 -3.19482 3.99855 0.000 -0.012 0.014
C -0.00277 -2.93607 5.24366 0.000 0.002 -0.003
C 0.47392 -1.65947 5.51273 -0.003 0.003 -0.008
C 0.43349 -0.67104 4.54738 -0.013 0.003 -0.013
C -0.08290 -0.93503 3.26645 -0.001 0.017 0.020
N -0.19241 -0.01564 2.24216 -0.049 -0.079 0.009
C 0.64912 1.09410 2.23543 -0.019 0.010 -0.004
C 1.97568 1.09271 2.67479 0.022 -0.033 -0.022
C 2.75108 2.24228 2.62693 -0.003 -0.006 -0.001
C 2.21909 3.42350 2.13640 0.010 0.003 -0.027
C 0.91129 3.43459 1.66410 0.024 -0.001 -0.047
C 0.14060 2.28359 1.69169 0.038 -0.018 0.046
N -1.21549 2.21688 1.21673 0.070 -0.045 -0.045
C -2.15198 2.32246 2.35535 -0.002 0.008 0.001
C -1.52268 3.26777 0.24993 0.005 -0.009 0.010
H -2.59506 -3.90725 2.43185 -0.007 -0.002 -0.006
H -3.11841 -2.22674 2.65330 0.006 -0.005 0.010
H -3.18284 -2.98400 1.04418 -0.008 -0.004 0.032
H -0.32466 -4.33407 1.65098 0.001 0.004 0.001
H -1.02485 -3.77593 0.12819 -0.002 -0.006 -0.006
H 0.49502 -3.05869 0.72320 -0.001 -0.001 -0.009
H -0.95583 -4.17734 3.79172 0.002 0.001 0.000
H 0.02897 -3.71060 5.99747 0.002 -0.002 0.002
H 0.87302 -1.42587 6.49194 0.000 0.002 0.001
H 0.78616 0.32238 4.78513 0.010 0.010 0.001
H 2.39948 0.17725 3.06446 0.013 -0.019 -0.007
H 3.77505 2.20899 2.97870 -0.002 -0.002 0.001
H 2.81261 4.32875 2.11304 -0.003 -0.001 -0.002
H 0.50071 4.35107 1.26319 0.012 0.003 0.006
H -2.02381 3.28978 2.85567 0.003 0.000 0.001
H -3.17145 2.23669 1.98587 -0.027 -0.011 -0.006
H -1.96201 1.51989 3.06302 -0.001 -0.004 -0.004
H -2.51883 3.09617 -0.14538 -0.054 -0.023 -0.029
H -0.80122 3.24781 -0.56645 -0.015 0.003 0.013
H -1.51520 4.26056 0.71646 -0.011 -0.005 -0.005
N -2.74067 1.16325 -3.11138 -0.006 0.016 0.002
C -2.29326 0.35960 -2.13784 0.002 -0.042 0.034
O -1.63213 0.84460 -1.19203 -0.055 0.023 -0.157
C -2.53581 -1.09708 -2.19132 0.038 -0.051 -0.031
C -1.85375 -1.77307 -1.00980 0.067 -0.057 0.051
H -2.70899 2.15887 -2.96026 -0.011 -0.009 -0.003
H -3.41954 0.80131 -3.76034 0.011 0.005 -0.003
H -2.19706 -1.46650 -3.16745 -0.019 -0.021 -0.003
H -3.61740 -1.29793 -2.15174 -0.048 0.098 0.028
H -0.95358 -2.28771 -1.33643 -0.112 0.090 0.089
H -2.55489 -2.50916 -0.62442 0.014 -0.006 -0.039
O 0.59127 -0.49467 -0.27182 -0.046 0.027 0.001
As 1.62793 -0.02492 -1.48308 -0.037 0.021 0.016
C 1.38715 -1.08363 -3.05854 -0.045 0.041 -0.041
C 1.66197 -0.57097 -4.32242 0.004 0.004 -0.004
C 1.51518 -1.38490 -5.43682 0.001 0.003 -0.001
C 1.09562 -2.69891 -5.28620 -0.009 0.006 -0.002
C 0.83463 -3.21136 -4.02251 -0.008 -0.011 0.001
C 0.98721 -2.40675 -2.90471 0.068 -0.017 0.009
C 1.49578 1.82065 -1.95954 0.056 0.007 0.052
C 0.57674 2.25659 -2.91104 -0.018 -0.046 -0.046
C 0.47674 3.60826 -3.19418 0.007 -0.017 -0.003
C 1.28557 4.52019 -2.52454 -0.001 0.005 0.000
C 2.19141 4.08350 -1.57104 0.010 0.006 0.011
C 2.30081 2.72925 -1.28448 -0.044 0.033 -0.001
C 3.38609 -0.36032 -0.81792 -0.019 -0.006 0.002
C 3.50208 -1.08532 0.36020 -0.008 0.011 0.030
C 4.76497 -1.38474 0.85195 -0.003 0.000 0.002
C 5.89431 -0.95789 0.16861 -0.004 -0.007 -0.003
C 5.77164 -0.23492 -1.01190 -0.001 -0.001 0.003
C 4.51394 0.06243 -1.51241 0.021 0.009 -0.008
H 1.98400 0.45658 -4.44508 -0.002 -0.024 0.007
H 1.72325 -0.99027 -6.42246 0.000 0.002 -0.002
H 0.97061 -3.32738 -6.15807 0.004 -0.003 0.000
H 0.50819 -4.23609 -3.90677 -0.002 -0.003 0.001
H 0.78947 -2.80326 -1.91636 0.083 -0.001 -0.053
H -0.06173 1.54926 -3.42764 0.037 0.020 0.021
H -0.22939 3.95209 -3.93918 -0.001 0.006 0.002
H 1.20436 5.57612 -2.74778 -0.001 0.002 0.001
H 2.80945 4.79416 -1.03832 -0.001 0.001 -0.002
H 2.99284 2.39256 -0.52208 0.002 -0.005 0.011
H 2.60822 -1.39702 0.88637 -0.005 0.028 0.024
H 4.86470 -1.94832 1.77041 -0.001 0.003 -0.002
H 6.87786 -1.19077 0.55542 -0.001 0.004 0.001
H 6.65539 0.09484 -1.54179 0.000 0.000 0.001
H 4.41698 0.62523 -2.43436 0.001 0.001 0.001
N -5.20408 -0.59512 1.55387 0.064 0.089 -0.046
C -4.34322 0.15334 0.76505 -0.007 -0.152 0.112
O -3.04413 -0.14397 0.98790 -0.082 0.147 0.039
C -4.72155 1.11621 -0.08471 -0.055 0.060 0.018
I -5.43232 -3.04838 -0.95727 -0.046 -0.115 -0.056
H -4.88031 -1.55212 1.62392 -0.029 -0.014 -0.062
H -6.12632 -0.63468 1.13717 0.000 0.025 0.040
H -3.99268 1.70661 -0.60902 0.051 0.056 -0.006
H -5.77109 1.30803 -0.24958 0.005 -0.015 -0.022


8
Properties=species:S:1:pos:R:3:forces:R:3 method="wB97M-V/def2-TZVPD" homo_energy_ev="-1.5 / -0.8" spin_multiplicity=2 max_force_ha_per_bohr=0.02429 total_charge=-1
F -0.07108 -1.67918 -0.96634 0.121 0.001 -0.056
O -1.00689 -0.11822 0.32038 0.822 -0.449 -0.097
C 0.02521 -0.57106 -0.18544 -0.931 0.592 0.586
C 1.33179 -0.04763 -0.00455 -0.326 -0.324 -0.241
O 1.48868 0.93711 0.78819 0.398 0.619 0.359
H -3.46252 0.25440 -1.23653 -0.118 0.150 -0.017
H 2.17393 -0.49622 -0.55294 -0.169 0.116 0.229
Ag -0.47912 1.72080 1.83724 0.204 -0.705 -0.762


93
Properties=species:S:1:pos:R:3:forces:R:3 method="wB97M-V/def2-TZVPD" homo_energy_ev=-11.9 spin_multiplicity=1 max_force_ha_per_bohr=0.08016 total_charge=+1
Zn 22.70057 23.30874 -21.70246 -2.225 -3.273 1.152
C 21.60437 19.43245 -22.34324 0.872 0.190 0.897
C 22.37378 20.03133 -21.15579 0.699 -0.286 -0.797
O 22.36589 21.43558 -21.03431 -0.381 2.196 -0.021
H 21.64081 18.35892 -22.15806 0.096 -0.140 -0.454
H 22.15343 19.70864 -23.24344 -0.472 -0.241 -0.235
H 20.54322 19.67908 -22.37856 0.091 0.401 -0.035
H 23.41005 19.69398 -21.13440 0.279 -0.214 -0.593
H 22.03018 19.54615 -20.24221 -0.610 0.577 0.601
C 22.65824 20.09143 -16.92831 0.099 -0.019 0.494
C 23.69718 21.18766 -17.17936 -0.297 -2.003 0.022
C 25.05246 20.62477 -17.60124 -0.519 0.801 0.802
O 23.14198 21.96514 -18.20148 0.000 1.771 -0.508
H 21.77336 20.60067 -16.54656 -0.184 -0.335 -0.044
H 22.95006 19.28422 -16.25648 0.177 0.247 0.313
H 22.42120 19.58070 -17.86162 -0.105 0.152 -0.249
H 23.79769 21.81167 -16.29132 0.004 0.125 -0.120
H 25.46665 19.97977 -16.82631 0.008 -0.055 -0.092
H 25.66772 21.52173 -17.67202 0.513 -0.366 -0.561
H 24.92480 20.06594 -18.52835 0.317 0.088 -0.121
H 23.08751 21.47477 -19.02499 -0.027 -0.293 -0.096
C 26.38172 16.12401 -22.94877 0.023 0.780 0.748
C 24.93950 15.59123 -23.04907 0.812 0.370 -0.157
C 23.83461 16.67336 -23.01068 -0.014 0.185 -0.421
O 24.84832 14.85603 -24.26055 -0.526 -0.192 0.244
H 26.79402 16.63067 -23.82136 -0.607 0.169 -0.378
H 27.15789 15.39177 -22.72633 -0.485 -0.470 0.121
H 26.40719 16.84802 -22.13436 0.180 0.156 0.157
H 24.83346 14.90410 -22.20960 -0.365 -0.206 -0.202
H 23.65733 17.21602 -22.08213 0.488 -0.272 0.319
H 22.85620 16.30351 -23.31731 0.056 -0.599 0.121
H 24.02439 17.44104 -23.76084 0.400 0.209 -0.162
H 24.90521 15.52553 -24.94621 0.051 -0.121 -0.380
C 23.27603 20.38934 -25.50441 0.502 -0.340 0.173
C 24.35709 21.08071 -24.60088 -0.012 -0.692 -1.704
C 25.73533 20.47948 -24.74929 0.228 -1.652 0.194
O 24.60415 22.38409 -25.08165 -0.658 1.401 0.553
H 23.13098 19.33721 -25.25930 0.183 -0.117 0.310
H 23.54114 20.37770 -26.56161 0.353 0.319 0.050
H 22.27508 20.81802 -25.45506 0.061 0.444 0.275
H 23.97978 21.07290 -23.57830 0.194 0.061 0.368
H 26.14679 20.64081 -25.74567 -0.410 0.075 -0.159
H 25.66362 19.40202 -24.60081 0.149 -0.202 -0.036
H 26.52495 20.81994 -24.07945 -0.464 0.388 0.334
H 23.95861 22.97038 -24.68023 -0.135 0.314 -0.431
C 19.56884 18.47001 -25.76630 -0.462 -0.159 -0.560
C 18.67649 17.98134 -24.63345 0.054 -0.662 0.284
C 17.75439 19.08010 -24.06929 0.484 -0.936 -0.735
O 17.93307 16.77084 -24.97652 0.545 1.316 0.094
H 19.02537 18.89946 -26.60791 -0.327 0.368 0.186
H 20.12773 17.67553 -26.26081 0.174 -0.244 0.516
H 20.25700 19.20702 -25.35235 0.116 0.068 -0.137
H 19.37490 17.68276 -23.85167 0.009 -0.146 0.319
H 16.98252 19.22115 -24.82588 -0.180 0.435 0.104
H 18.33760 19.99055 -23.93126 -0.225 0.046 0.032
H 17.30105 18.75998 -23.13115 -0.003 0.091 0.012
H 17.01385 16.96966 -24.78391 -0.170 -0.223 -0.087
C 19.49442 22.51005 -23.49593 0.223 -0.197 0.239
C 19.62794 23.79365 -22.65103 -0.770 -0.686 -1.231
C 18.32862 24.19071 -22.00782 -0.331 0.853 0.153
O 20.54231 23.50318 -21.60621 2.593 1.040 -0.004
H 20.46386 22.15397 -23.84447 0.257 0.177 -0.081
H 18.83895 22.50891 -24.36683 -0.097 0.565 0.130
H 19.13647 21.71482 -22.84204 -0.150 0.040 0.136
H 20.07512 24.61087 -23.21696 -0.160 0.055 -0.086
H 17.58905 24.39507 -22.78201 -0.148 -0.206 0.135
H 18.42571 25.09690 -21.40991 0.220 0.214 -0.195
H 17.96890 23.46377 -21.27963 -0.043 -0.396 -0.394
H 20.08016 22.99015 -20.93926 -0.215 -0.722 1.170
C 17.88540 20.56522 -20.49951 -0.935 -0.773 1.207
C 18.60243 20.95303 -19.18798 -0.996 -2.513 -0.763
C 19.16632 19.73653 -18.43723 -0.944 0.228 0.077
O 19.64204 21.75265 -19.57367 1.781 3.176 -0.073
H 17.10874 19.83550 -20.27055 -0.080 -0.214 -0.071
H 18.59138 20.06592 -21.16313 0.064 0.150 -0.162
H 17.34563 21.37711 -20.98694 0.418 0.193 -0.032
H 17.93471 21.43945 -18.47689 0.140 0.645 -0.328
H 19.81349 19.15514 -19.09394 0.319 0.026 0.184
H 18.36768 19.07817 -18.09540 -0.161 -0.054 -0.213
H 19.63188 20.08090 -17.51378 0.494 -0.077 -0.284
H 20.31594 21.32010 -20.10316 0.150 -0.793 0.199
C 20.59762 16.32791 -20.25861 -0.960 -0.055 0.659
C 21.09585 16.28262 -18.80099 -3.062 1.091 -0.756
C 19.84628 16.15794 -17.83128 1.023 0.589 -0.797
O 21.89079 15.20708 -18.65777 2.128 -1.573 0.623
H 21.34042 16.14832 -21.03586 0.213 0.283 0.233
H 20.02348 17.24347 -20.40078 0.113 0.178 -0.413
H 19.85862 15.52913 -20.32135 -0.107 -0.203 -0.351
H 21.59841 17.23385 -18.62579 0.515 -0.225 0.530
H 19.09167 16.86320 -18.17954 -0.049 0.200 0.536
H 20.19222 16.31358 -16.80942 -0.281 0.321 0.004
H 19.36867 15.17824 -17.84472 0.290 -0.228 -0.364
H 21.35808 14.45963 -18.93910 0.196 -0.396 0.058


11
Properties=species:S:1:pos:R:3:forces:R:3 method="wB97M-V/def2-TZVPD" homo_energy_ev=-8.4 spin_multiplicity=1 max_force_ha_per_bohr=0.02708 smiles="O=C1CCSN1"
O 2.21873 -0.73600 -0.14614 -0.491 0.356 -0.010
C 1.02751 -0.51787 -0.00646 1.114 -0.612 0.569
C 0.35701 0.80240 0.29449 0.026 -0.468 -0.182
C -1.04014 0.70930 -0.30050 0.181 0.523 0.053
S -1.52999 -0.99762 0.04587 -1.019 0.113 0.169
N 0.08749 -1.49041 0.02625 0.061 -0.761 -0.232
H 0.98926 1.56277 -0.12212 0.029 0.646 -0.032
H 0.29915 0.86333 1.38226 0.127 0.196 0.042
H -1.73803 1.38503 0.22033 0.177 -0.296 -0.534
H -0.97680 0.89715 -1.38317 -0.361 -0.022 0.343
H 0.30581 -2.47809 -0.01081 0.157 0.325 -0.186